Entry 1
An isolated ion of composition C3H7BrNO and charge +1, computed with wB97M-V/def2-TZVPD.

The geometry in XYZ format:
```
13
Properties=species:S:1:pos:R:3
H 1.00 0.52 -2.00
H -1.61 -0.91 0.61
Br 2.74 -0.29 0.20
N -0.01 -0.90 -0.59
H -0.01 -0.82 1.54
O 0.27 1.33 -0.42
H -0.71 -1.13 -1.21
C -0.59 1.09 0.60
H -0.33 1.56 1.59
H -1.61 1.50 0.39
H 0.66 -1.65 -0.38
C 0.78 0.29 -1.01
C -0.59 -0.57 0.68
```

Summary:
* frontier orbital gap (alpha / beta): 9.3806 / 9.3811 eV
* net charge: +1
* HOMO energy (alpha / beta): -14.50 / -14.50 eV
* SMILES: Br[C@H]1[NH2+]CCO1

---

Entry 2
A 2-piece molecular cluster, C3H7BrNO overall, computed with wB97M-V/def2-TZVPD.

The geometry in XYZ format:
```
13
Properties=species:S:1:pos:R:3
H 2.02 0.53 -0.25
H 0.11 -0.99 -0.76
C 0.36 -0.03 2.02
Br -2.76 -0.47 -2.29
N -0.32 -0.72 1.12
H 0.71 -2.26 0.29
H -1.29 -1.13 1.13
H 2.77 -0.90 0.38
O 1.54 0.24 1.68
H -0.05 0.35 2.91
H -2.92 0.84 -2.53
C 1.83 -0.31 0.41
C 0.62 -1.13 0.07
```

Summary:
* frontier orbital gap: 10.0043 eV
* net charge: +1
* HOMO energy: -14.22 eV

---

What should be chosen as the least stable of them? Choose entry 1.

---

Entry 1
A 2-piece molecular cluster, C4H13N2 overall, computed with wB97M-V/def2-TZVPD.

The geometry in XYZ format:
```
19
Properties=species:S:1:pos:R:3
C 4.02 -0.28 0.19
H -1.15 1.46 -2.07
N 0.79 0.46 -0.28
H -0.24 -0.44 1.60
H -1.05 -0.19 -2.10
C -1.39 0.60 -1.50
H -2.69 -0.01 1.63
C -0.62 0.61 -0.11
H 4.08 -1.27 0.59
H -0.62 -1.51 0.10
H 2.91 0.10 -0.11
H 4.62 -0.19 -0.72
H -2.38 0.54 -1.32
H 1.23 1.22 -0.77
C -0.99 -0.62 0.70
H -1.04 1.51 0.53
H -2.69 -1.67 1.30
H 4.37 0.35 0.97
N -2.43 -0.71 0.95
```

Summary:
* frontier orbital gap (alpha / beta): 10.4493 / 8.6875 eV
* ⟨S²⟩: 0.7540
* HOMO energy (alpha / beta): -9.34 / -9.30 eV
* multiplicity: 2

---

Entry 2
A 2-piece molecular cluster, C4H13N2 overall, computed with wB97M-V/def2-TZVPD.

The geometry in XYZ format:
```
19
Properties=species:S:1:pos:R:3
H 0.61 0.20 -1.40
H 0.42 -1.14 1.34
H -3.31 -1.69 -0.42
H 0.38 1.53 1.58
N -2.44 -1.24 -0.67
H 1.15 -1.38 -1.00
C 0.17 -0.38 0.61
C 2.46 0.18 -0.26
C 1.07 -0.37 -0.58
H -0.59 1.77 -0.68
N -1.12 1.74 0.18
H 2.90 -0.40 0.54
H -1.08 0.66 1.97
H 2.41 1.22 0.08
C -0.40 0.89 1.15
H -1.79 -1.23 0.12
H 3.12 0.14 -1.13
H -1.99 1.29 -0.07
H -1.96 -1.78 -1.38
```

Summary:
* frontier orbital gap (alpha / beta): 9.0455 / 9.4979 eV
* ⟨S²⟩: 0.7534
* HOMO energy (alpha / beta): -7.99 / -9.16 eV
* multiplicity: 2

---

What should be chosen as the least stable of them? Choose entry 1.

---

Entry 1
An isolated ion of composition CH3N2O2 and charge +1, computed with wB97M-V/def2-TZVPD.

The geometry in XYZ format:
```
8
Properties=species:S:1:pos:R:3
N -1.16 0.08 0.00
H 0.35 -1.71 -0.05
N 1.11 0.34 0.05
C 0.24 -0.57 -0.10
O -1.99 -0.78 0.12
O -1.20 1.26 -0.21
H 2.05 0.20 0.05
H 0.60 1.18 0.14
```

Summary:
* frontier orbital gap (alpha / beta): 10.1077 / 10.1081 eV
* net charge: +1
* HOMO energy (alpha / beta): -17.57 / -17.57 eV
* SMILES: [NH2+]=C[N+](=O)[O-]

---

Entry 2
A 2-piece molecular cluster, CH3N2O2 overall, computed with wB97M-V/def2-TZVPD.

The geometry in XYZ format:
```
8
Properties=species:S:1:pos:R:3
N -1.20 -0.54 -0.38
C 0.83 -0.20 0.79
H 1.33 -1.17 0.45
O 0.58 1.86 -0.58
H -1.03 -1.30 -1.03
O 0.72 0.40 1.79
N 0.64 0.74 -0.31
H -1.88 0.20 -0.73
```

Summary:
* frontier orbital gap (alpha / beta): 7.2330 / 7.2490 eV
* net charge: +1
* HOMO energy (alpha / beta): -15.97 / -15.98 eV

---

Entry 3
A 2-piece molecular cluster, CH3N2O2 overall, computed with wB97M-V/def2-TZVPD.

The geometry in XYZ format:
```
8
Properties=species:S:1:pos:R:3
H 0.78 -1.09 1.80
N 2.21 -0.05 0.05
H -0.07 1.18 -0.93
O 2.88 -0.80 -0.61
N -0.17 0.50 -0.19
H -1.09 0.31 0.33
O 2.51 1.01 0.55
C 0.82 -0.14 0.24
```

Summary:
* frontier orbital gap (alpha / beta): 10.0134 / 10.0143 eV
* net charge: +1
* HOMO energy (alpha / beta): -17.23 / -17.23 eV

---

Entry 4
A 2-piece molecular cluster, CH3N2O2 overall, computed with wB97M-V/def2-TZVPD.

The geometry in XYZ format:
```
8
Properties=species:S:1:pos:R:3
H 2.25 -0.47 0.32
C 0.35 -0.15 -0.10
O -0.59 0.64 -0.32
O -3.18 0.04 0.09
H 0.08 -1.14 -0.06
H 1.74 1.34 0.10
N -2.23 -0.48 -0.11
N 1.58 0.21 0.08
```

Summary:
* frontier orbital gap: 9.0420 eV
* net charge: +1
* HOMO energy: -16.24 eV

---

What should be chosen as the least stable of them? Choose entry 2.

---

Entry 1
One molecule with the formula C20H31N3O3S, computed with wB97M-V/def2-TZVPD.

The geometry in XYZ format:
```
58
Properties=species:S:1:pos:R:3
H 8.24 -1.97 -0.31
H 6.08 -0.56 1.61
C -1.90 -0.82 1.15
C -5.39 0.68 0.61
H -5.11 2.89 -2.05
C 2.74 1.41 1.31
H -4.50 2.61 0.31
C -5.35 2.04 -0.08
C -3.93 -0.27 -1.23
O 2.21 2.45 1.60
H -6.66 -1.04 0.85
C 0.39 -1.38 0.74
H -6.26 2.59 0.15
H -7.07 -0.07 -0.57
H -1.27 -2.74 0.49
H -2.91 -0.68 -1.22
C 7.43 -1.65 -0.97
H 5.28 -1.79 -0.95
O -4.15 -1.02 2.50
C 4.26 1.27 1.20
C -1.54 0.46 1.51
H 6.92 0.10 -2.11
H 6.03 -2.58 0.43
C -5.17 1.90 -1.59
H 4.67 2.24 0.89
C -0.21 0.84 1.49
C -6.74 -0.02 0.46
H -6.04 1.39 -2.02
N 4.63 0.15 0.35
N 2.12 0.22 1.07
H -2.30 1.15 1.81
C 7.11 0.50 0.01
H -7.50 0.51 1.04
C 7.58 -0.17 -1.28
H 4.51 0.41 -0.63
H 6.78 1.53 -0.15
C -3.90 1.11 -1.89
H 0.09 1.83 1.77
H -3.04 1.67 -1.50
H 1.14 -2.10 0.45
H -4.87 -2.19 -1.40
H -3.77 0.99 -2.96
O -3.76 -2.59 0.64
C 6.09 -1.72 -0.23
H 7.45 -2.28 -1.86
C -4.81 -1.27 -1.98
H -5.22 0.81 1.69
H -5.81 -0.89 -2.15
C -0.95 -1.75 0.76
C 0.77 -0.09 1.10
S -3.63 -1.27 1.18
H 4.63 1.07 2.21
H -4.37 -1.49 -2.95
H 2.76 -0.52 0.81
H 7.93 0.53 0.73
H 8.60 0.11 -1.55
N -4.27 -0.13 0.17
C 5.96 -0.39 0.54
```

Summary:
* frontier orbital gap: 9.2122 eV
* HOMO energy: -8.64 eV
* SMILES: C[C@@H]1CCC[C@H](C)N1S(=O)(=O)c1ccc(NC(=O)CNC2CCCC2)cc1

---

Entry 2
One molecule with the formula C20H31N3O3S, computed with wB97M-V/def2-TZVPD.

The geometry in XYZ format:
```
58
Properties=species:S:1:pos:R:3
C -4.35 1.53 -1.79
N -3.56 1.62 -0.58
H -3.79 -2.39 2.60
H 5.04 4.67 -0.36
C 2.50 -0.29 0.87
H 6.68 2.56 -0.85
H -2.78 0.62 -2.96
C -3.59 -1.53 1.96
C 5.83 1.99 -0.51
H -5.37 1.29 -1.47
H 3.38 4.33 -0.87
C 4.91 -0.04 0.37
S -0.03 -4.16 -1.38
H -3.84 -0.54 -2.14
H 2.27 -4.79 -1.67
H -0.54 -1.26 -1.19
C -0.97 0.50 0.85
N 1.30 -0.01 0.31
O -0.82 1.49 0.15
H 1.18 0.77 -0.32
H 2.51 2.33 -0.02
H 4.72 4.10 -2.00
H -3.43 -1.88 0.94
C 3.49 1.85 -0.06
C 0.61 -2.84 -0.29
C -2.35 -0.80 2.48
O -5.21 1.16 0.90
C 4.57 2.59 -0.50
H -2.57 1.81 -0.68
H 6.98 0.24 -0.08
H -1.36 -2.11 0.13
N -2.02 0.36 1.67
C -0.40 -1.71 -0.20
C -2.97 1.47 1.74
C 6.00 0.69 -0.07
C 4.41 4.01 -0.96
C -4.33 2.87 -2.52
H -2.41 2.40 1.62
C 1.38 -5.29 -1.28
H -2.54 -0.45 3.50
H 0.80 -3.27 0.70
H 0.30 -1.05 1.75
H -4.41 0.32 -3.58
C 3.64 0.54 0.37
H 1.54 -5.58 -0.25
O 2.64 -1.17 1.69
H -4.46 -0.88 1.97
H -3.46 1.45 2.72
H 1.14 -6.15 -1.89
H -1.50 -1.48 2.50
H -4.72 3.66 -1.87
C -4.05 1.40 0.65
H -4.95 2.82 -3.41
C -3.81 0.41 -2.68
H -3.31 3.13 -2.81
H 5.02 -1.05 0.73
C 0.08 -0.62 0.78
H 1.56 -2.49 -0.71
```

Summary:
* frontier orbital gap: 9.2352 eV
* HOMO energy: -8.57 eV
* SMILES: CCN(CC(=O)NC(C)C)C(=O)[C@@H](CCSC)NC(=O)c1cccc(C)c1

---

What should be chosen as the least stable of them? Choose entry 1.